# 1
This record from OMol25 describes a 7-piece molecular cluster, C35H86O10SSi2 overall in a non-equilibrium geometry. The level of theory is wB97M-V/def2-TZVPD.

Last column: Mulliken charge in e.
Cartesian coordinates (Å):
C -0.875 5.054 2.981  -0.74
C -0.448 5.635 1.849  -0.19
Si -0.155 4.572 0.323  0.05
C -1.836 4.250 -0.470  -0.47
C -2.603 3.025 0.071  -0.32
C -4.099 3.314 0.359  -0.63
C -5.057 2.608 -0.615  -0.90
S -6.332 1.665 0.191  1.24
O -7.488 1.610 -0.656  -0.66
O -6.555 2.153 1.524  -0.65
O -5.664 0.221 0.255  -0.47
C 0.795 3.016 0.836  -0.49
C 1.841 2.567 -0.186  -0.54
O 1.301 1.820 -1.271  -0.57
Si 1.079 0.181 -1.063  0.71
C 2.559 -0.660 -0.286  -0.98
C -0.482 -0.235 -0.088  -0.45
C 0.865 -0.542 -2.780  -1.19
H -1.294 5.631 3.799  0.27
H -0.831 3.980 3.125  0.23
H -0.315 6.710 1.791  0.37
H 0.681 5.321 -0.650  -0.29
H -1.681 4.132 -1.542  0.26
H -2.433 5.150 -0.309  0.33
H -2.131 2.592 0.952  0.41
H -2.569 2.248 -0.692  0.14
H -4.265 4.383 0.261  0.14
H -4.335 3.024 1.378  0.68
H -5.627 3.323 -1.204  -0.03
H -4.554 1.954 -1.324  0.87
H -5.902 -0.169 1.107  0.36
H 0.088 2.220 1.077  0.26
H 1.308 3.258 1.769  0.47
H 2.672 2.053 0.302  0.30
H 2.276 3.469 -0.618  0.22
H 3.458 -0.502 -0.881  0.43
H 2.351 -1.732 -0.346  0.03
H 2.721 -0.424 0.763  0.46
H -0.225 -0.404 0.958  0.36
H -1.001 -1.090 -0.508  0.42
H -1.123 0.646 -0.109  -0.36
H -0.155 -0.440 -3.145  0.32
H 1.106 -1.606 -2.736  0.34
H 1.560 -0.101 -3.493  0.32
C 7.122 3.886 -0.063  -1.11
C 5.894 4.769 0.084  -0.33
O 4.950 4.284 1.020  -0.32
C 5.403 4.177 2.357  -0.33
C 5.812 5.504 2.974  -1.13
H 6.827 2.852 -0.243  0.30
H 7.731 4.229 -0.900  0.40
H 7.747 3.905 0.831  0.27
H 5.359 4.810 -0.866  0.32
H 6.184 5.797 0.328  0.31
H 6.219 3.449 2.431  0.32
H 4.561 3.764 2.913  0.32
H 6.722 5.901 2.519  0.27
H 6.003 5.379 4.040  0.40
H 5.023 6.245 2.842  0.31
C -7.513 5.588 -1.687  -1.06
C -6.854 5.792 -0.333  0.10
O -5.704 6.623 -0.375  -0.32
C -5.921 7.955 -0.803  -0.32
C -6.858 8.742 0.097  -1.22
H -6.776 5.279 -2.431  0.08
H -8.283 4.819 -1.614  0.43
H -7.987 6.501 -2.051  0.41
H -6.495 4.835 0.041  -0.21
H -7.578 6.163 0.399  0.42
H -6.275 7.973 -1.840  0.32
H -4.935 8.421 -0.799  0.35
H -7.884 8.375 0.036  0.28
H -6.864 9.792 -0.196  0.41
H -6.539 8.668 1.137  0.30
C 2.425 -4.324 1.095  -0.54
C 3.747 -3.865 1.691  -0.43
O 3.634 -3.369 3.011  -0.43
C 3.165 -4.302 3.967  -0.22
C 4.074 -5.506 4.149  -1.02
H 1.670 -3.544 1.205  0.23
H 2.548 -4.551 0.035  0.43
H 2.045 -5.223 1.585  -0.20
H 4.143 -3.036 1.104  0.37
H 4.490 -4.670 1.642  0.32
H 2.147 -4.624 3.722  0.25
H 3.102 -3.749 4.905  0.33
H 4.074 -6.146 3.264  0.17
H 3.734 -6.107 4.992  0.39
H 5.102 -5.191 4.333  0.33
C -3.876 5.126 -3.398  -0.78
C -2.714 6.003 -3.831  -0.63
O -2.006 5.505 -4.950  -0.43
C -2.755 5.379 -6.144  -0.28
C -3.304 6.697 -6.666  -1.05
H -3.547 4.091 -3.276  0.20
H -4.281 5.483 -2.448  0.24
H -4.686 5.133 -4.130  0.52
H -1.979 6.058 -3.027  0.26
H -3.057 7.028 -4.016  0.39
H -3.563 4.649 -6.017  0.28
H -2.062 4.959 -6.873  0.36
H -4.086 7.097 -6.018  0.25
H -3.737 6.557 -7.657  0.40
H -2.510 7.441 -6.730  0.29
C 1.257 -8.562 1.946  -0.77
C 0.546 -8.137 3.219  -0.50
O -0.239 -6.966 3.071  -0.41
C -1.304 -7.056 2.143  -0.28
C -2.346 -8.103 2.502  -1.13
H 1.805 -7.723 1.514  0.08
H 1.961 -9.368 2.154  0.37
H 0.557 -8.924 1.191  0.32
H 1.287 -7.892 3.981  0.34
H -0.057 -8.960 3.619  0.38
H -0.920 -7.226 1.131  0.28
H -1.767 -6.068 2.143  0.37
H -1.953 -9.116 2.406  0.26
H -3.207 -8.018 1.839  0.41
H -2.679 -7.970 3.532  0.29
C 4.799 -10.147 -2.411  -1.07
C 4.896 -9.887 -0.917  -0.33
O 3.839 -10.456 -0.167  -0.33
C 3.736 -11.867 -0.220  -0.30
C 4.951 -12.594 0.333  -1.10
H 3.810 -9.873 -2.782  0.29
H 5.548 -9.561 -2.943  0.39
H 4.968 -11.197 -2.654  0.26
H 4.834 -8.815 -0.730  0.31
H 5.866 -10.220 -0.530  0.30
H 3.520 -12.200 -1.241  0.30
H 2.861 -12.112 0.383  0.31
H 5.827 -12.465 -0.305  0.26
H 4.748 -13.662 0.405  0.40
H 5.202 -12.215 1.325  0.30

Output
- SMILES = C=C[Si@H](CCCCS(=O)(=O)O)CCO[Si](C)(C)C.CCOCC.CCOCC.CCOCC.CCOCC.CCOCC.CCOCC
- E_LUMO (eV) = 0.47
- HOMO (eV) = -9.46
- orbital gap (eV) = 9.926

---

# 2
This record from OMol25 describes an isolated ion of composition C3H12NO3P2 and charge +1. The level of theory is wB97M-V/def2-TZVPD.

Last column: Mulliken charge in e.
Cartesian coordinates (Å):
C 2.472 -1.085 -0.297  -1.10
C 1.744 -0.221 0.744  -0.52
C 1.408 1.208 0.298  -0.48
N -0.053 1.393 0.012  -0.30
P -0.850 0.309 -0.946  0.15
P -2.589 -0.610 0.092  0.91
O -2.308 -2.034 0.145  -0.55
O -2.735 0.219 1.420  -0.43
O -3.745 -0.036 -0.802  -0.43
H 1.816 -1.808 -0.784  0.33
H 3.269 -1.662 0.167  0.33
H 2.931 -0.474 -1.076  0.31
H 0.827 -0.721 1.076  0.33
H 2.355 -0.147 1.643  0.36
H 1.996 1.492 -0.577  0.35
H 1.628 1.920 1.091  0.34
H -0.269 2.353 -0.241  0.31
H 0.002 -0.755 -1.238  0.14
H -1.246 0.860 -2.173  0.19
H -2.014 0.159 2.059  0.36
H -4.639 -0.359 -0.615  0.36

Output
- SMILES = CCC[NH+]=[PH2]P(=O)(O)O
- relative energy (zero: lowest compared OMol25 entry of this formula, charge and spin) (eV) = 0.000
- charge = +1
- E_LUMO (eV) = -3.64
- HOMO (eV) = -14.67
- orbital gap (eV) = 11.033

---

# 3
This record from OMol25 describes C41H38AsCl4LuN7O7S3 as an isolated structure in a non-equilibrium geometry. The level of theory is wB97M-V/def2-TZVPD.

Last column: Mulliken charge in e.
Cartesian coordinates (Å):
Lu -1.539 -1.192 0.007  1.10
O -5.318 -4.564 -4.497  -0.46
C -5.059 -4.117 -3.249  0.65
O -5.912 -4.081 -2.415  -0.50
C -3.657 -3.709 -2.971  0.13
C -2.472 -4.332 -3.312  -0.63
N -1.479 -3.666 -2.697  -0.18
N -1.951 -2.641 -1.971  0.25
C -3.265 -2.659 -2.124  0.50
C -4.029 -1.496 -1.524  -0.11
O -4.841 -0.921 -2.207  -0.66
O -3.611 -1.194 -0.328  -0.62
H -4.546 -4.459 -5.065  0.34
H -2.271 -5.206 -3.910  0.53
H -0.482 -3.837 -2.727  -0.03
S 4.444 -0.124 0.407  -0.12
C 4.590 -0.541 2.058  -0.46
C 3.354 -0.664 2.603  -1.18
N 2.306 -0.452 1.743  1.02
C 2.744 -0.166 0.552  0.16
H 5.546 -0.669 2.534  0.51
H 3.149 -0.923 3.632  0.36
H 2.108 0.057 -0.296  -0.37
N -4.209 3.857 -4.574  -0.35
C -3.370 4.159 -3.572  -0.14
S -2.875 5.678 -3.214  -0.33
C -2.871 2.972 -2.812  0.62
C -2.588 1.772 -3.448  -0.73
C -2.099 0.714 -2.702  -0.55
N -1.907 0.783 -1.384  0.56
C -2.195 1.941 -0.773  -0.91
C -2.655 3.053 -1.442  -0.64
H -4.610 4.613 -5.105  0.23
H -4.613 2.939 -4.661  0.21
H -2.715 1.652 -4.514  0.52
H -1.838 -0.220 -3.182  0.33
H -2.050 1.965 0.299  0.33
H -2.858 3.973 -0.913  0.55
O -0.748 0.207 1.277  2.26
As -0.077 0.987 2.613  0.59
C 0.327 -0.128 4.098  0.52
C 0.423 -1.507 3.950  -0.08
C 0.660 -2.288 5.072  -0.78
C 0.803 -1.696 6.320  -0.65
C 0.703 -0.318 6.459  -0.85
C 0.457 0.473 5.346  -0.72
C 1.254 2.219 2.044  0.65
C 1.272 2.564 0.699  -0.01
C 2.227 3.460 0.243  -0.76
C 3.142 4.006 1.132  -0.80
C 3.111 3.660 2.477  -0.72
C 2.165 2.759 2.942  -0.86
C -1.475 2.130 3.270  0.43
C -1.592 3.424 2.769  -0.36
C -2.614 4.249 3.218  -0.91
C -3.512 3.786 4.169  -0.59
C -3.401 2.494 4.664  -0.96
C -2.386 1.664 4.213  -0.30
H 0.332 -1.960 2.972  0.40
H 0.742 -3.362 4.968  0.51
H 0.992 -2.310 7.190  0.42
H 0.805 0.140 7.433  0.44
H 0.356 1.546 5.460  0.46
H 0.576 2.115 -0.001  -0.03
H 2.259 3.711 -0.809  0.48
H 3.887 4.706 0.776  0.42
H 3.827 4.088 3.165  0.44
H 2.152 2.478 3.988  0.35
H -0.885 3.798 2.037  0.52
H -2.703 5.254 2.829  0.47
H -4.301 4.434 4.526  0.41
H -4.104 2.133 5.402  0.44
H -2.307 0.656 4.603  0.43
Cl -2.942 -3.915 0.847  -0.02
C -3.765 -3.013 2.124  -0.51
Cl -2.831 -1.547 2.549  0.02
H -3.832 -3.637 3.006  0.42
H -4.731 -2.690 1.753  0.38
C 3.855 -2.538 -5.165  -1.39
C 3.924 -1.343 -4.274  0.87
C 5.068 -0.722 -3.881  -1.04
C 4.947 0.394 -3.017  1.06
N 3.790 0.867 -2.609  -0.27
C 2.638 0.283 -3.032  -0.17
S 1.116 0.829 -2.633  -0.27
N 2.753 -0.837 -3.825  0.09
C 6.176 1.081 -2.514  -1.27
H 4.842 -2.793 -5.538  0.38
H 3.199 -2.345 -6.014  0.37
H 3.458 -3.395 -4.617  0.23
H 6.031 -1.073 -4.216  0.42
H 1.876 -1.273 -4.078  0.18
H 7.009 0.971 -3.207  0.46
H 6.469 0.637 -1.561  0.17
H 5.967 2.134 -2.341  0.33
Cl 1.893 -4.195 -1.978  -0.17
C 1.513 -3.915 -0.258  -0.19
Cl 2.984 -3.652 0.676  -0.13
C 0.548 -2.742 -0.081  -0.02
O -0.199 -2.787 0.933  -0.48
O 0.475 -1.829 -0.933  -0.09
H 1.047 -4.818 0.123  0.49

Output
- relative energy (zero: lowest compared OMol25 entry of this formula, charge and spin) (eV) = 1.116
- charge = +1
- E_LUMO (eV) = -2.21
- HOMO (eV) = -10.24
- orbital gap (eV) = 8.031

---

# 4
This record from OMol25 describes a 10-piece molecular cluster, C5H28NO11 overall in a non-equilibrium geometry. The level of theory is wB97M-V/def2-TZVPD.

Last column: Mulliken charge in e.
Cartesian coordinates (Å):
C -2.316 0.409 -0.206  -1.27
C -1.200 0.778 0.788  0.17
C -1.145 2.331 1.119  -0.02
C -2.230 2.837 2.018  -1.51
N 0.106 0.355 0.284  0.58
C 1.009 -0.187 1.289  0.15
O 2.200 -0.035 1.248  -0.75
O 0.390 -0.579 2.319  -0.86
H -1.970 0.301 -1.321  0.16
H -3.228 1.065 -0.202  0.34
H -2.676 -0.589 -0.119  0.37
H -1.497 0.233 1.805  0.21
H -1.230 2.893 0.120  -0.11
H -0.098 2.639 1.333  0.49
H -2.128 3.013 3.115  0.34
H -3.026 2.102 2.141  0.32
H -2.827 3.712 1.858  0.43
H 0.588 0.993 -0.407  0.18
H -1.018 -3.993 -0.578  0.38
H -2.617 -4.093 -0.493  0.28
O -1.836 -4.117 -1.068  -0.65
H 1.006 -3.851 -2.608  0.29
H 2.262 -3.429 -1.840  0.32
O 1.793 -3.400 -2.635  -0.63
H 1.948 0.165 -2.229  0.38
H 2.661 -0.131 -3.598  0.26
O 2.028 0.468 -3.130  -0.68
H 0.666 -1.967 -0.930  0.41
H 0.618 -2.465 0.576  0.29
O 0.637 -2.786 -0.315  -0.72
H -0.246 3.366 -3.148  0.43
H -0.496 4.103 -1.893  0.26
O -0.666 4.240 -2.761  -0.68
H 0.363 1.143 -3.781  0.37
H 0.019 1.139 -2.289  0.35
O -0.259 1.578 -3.188  -0.74
H 2.846 0.211 -0.105  0.41
H 3.841 1.335 -0.729  0.24
O 3.315 0.595 -1.084  -0.74
H 0.253 -3.273 3.097  0.37
H -0.556 -2.334 2.106  0.35
O -0.606 -3.326 2.445  -0.72
H 1.035 -0.519 3.970  0.37
H 2.448 -0.121 4.435  0.26
O 1.844 -0.808 4.590  -0.68

Output
- relative energy (zero: lowest compared OMol25 entry of this formula, charge and spin) (eV) = 5.164
- charge = -1
- E_LUMO (eV) = 2.87
- HOMO (eV) = -6.66
- orbital gap (eV) = 9.534

---

Please write out number 2 again, unchanged.
This record from OMol25 describes an isolated ion of composition C3H12NO3P2 and charge +1. The level of theory is wB97M-V/def2-TZVPD.

Last column: Mulliken charge in e.
Cartesian coordinates (Å):
C 2.472 -1.085 -0.297  -1.10
C 1.744 -0.221 0.744  -0.52
C 1.408 1.208 0.298  -0.48
N -0.053 1.393 0.012  -0.30
P -0.850 0.309 -0.946  0.15
P -2.589 -0.610 0.092  0.91
O -2.308 -2.034 0.145  -0.55
O -2.735 0.219 1.420  -0.43
O -3.745 -0.036 -0.802  -0.43
H 1.816 -1.808 -0.784  0.33
H 3.269 -1.662 0.167  0.33
H 2.931 -0.474 -1.076  0.31
H 0.827 -0.721 1.076  0.33
H 2.355 -0.147 1.643  0.36
H 1.996 1.492 -0.577  0.35
H 1.628 1.920 1.091  0.34
H -0.269 2.353 -0.241  0.31
H 0.002 -0.755 -1.238  0.14
H -1.246 0.860 -2.173  0.19
H -2.014 0.159 2.059  0.36
H -4.639 -0.359 -0.615  0.36

Output
- SMILES = CCC[NH+]=[PH2]P(=O)(O)O
- relative energy (zero: lowest compared OMol25 entry of this formula, charge and spin) (eV) = 0.000
- charge = +1
- E_LUMO (eV) = -3.64
- HOMO (eV) = -14.67
- orbital gap (eV) = 11.033

---

Which formula does entry 4 have?
C5H28NO11

---

Which of these has the lowest E_LUMO?
C3H12NO3P2

---

Number 2 is which compound?
C3H12NO3P2